Entry 1:
The following is a quantum chemistry calculation of a molecular structure, C57H150N13O17V2 in a non-equilibrium geometry, from OMol25.

The calculation puts the maximum force at 6.355 eV/Å. As for the electronic energy: -167078.4481 eV. The HOMO-LUMO gap is 5.82 eV. The net charge is +1.

Geometry (Å):
1 O -25.969 0.827 14.961
2 V -26.111 -1.278 15.292
3 O -26.163 -1.912 13.774
4 O -24.173 0.040 12.428
5 V -25.475 0.634 12.937
6 O -25.351 2.235 12.787
7 C -23.696 -4.297 16.469
8 C -25.190 -4.323 16.183
9 C -25.829 -5.347 17.077
10 C -26.038 -4.764 18.454
11 C -27.064 -3.663 18.359
12 C -26.483 -2.357 17.776
13 N -25.718 -2.782 16.483
14 O -24.680 -1.869 16.164
15 C -25.517 -1.714 18.766
16 C -27.594 -1.346 17.308
17 C -25.368 -4.728 14.716
18 H -23.236 -5.283 16.526
19 H -23.691 -3.765 17.412
20 H -23.046 -3.775 15.785
21 H -25.202 -6.255 17.116
22 H -26.880 -5.583 16.743
23 H -25.038 -4.514 18.882
24 H -26.415 -5.627 19.099
25 H -27.556 -3.384 19.298
26 H -27.852 -4.095 17.688
27 H -25.128 -0.759 18.475
28 H -24.643 -2.383 18.872
29 H -25.977 -1.630 19.768
30 H -28.190 -1.200 18.201
31 H -28.225 -1.645 16.469
32 H -27.086 -0.335 17.209
33 H -24.867 -4.057 14.037
34 H -26.412 -4.678 14.532
35 H -25.169 -5.776 14.675
36 C -23.891 -0.343 21.798
37 C -24.700 0.918 22.018
38 C -24.704 1.704 20.748
39 O -23.466 1.648 20.078
40 C -22.757 2.883 19.929
41 N -26.141 0.615 22.297
42 H -23.939 -0.877 22.703
43 H -22.885 -0.259 21.451
44 H -24.541 -0.963 21.140
45 H -24.276 1.565 22.757
46 H -24.942 2.744 20.949
47 H -25.540 1.421 20.063
48 H -22.813 3.405 20.865
49 H -23.245 3.398 19.145
50 H -21.722 2.716 19.731
51 H -26.348 0.368 23.263
52 H -26.697 1.458 21.987
53 C -27.899 -9.943 19.240
54 C -29.440 -9.961 19.276
55 C -30.105 -9.169 18.250
56 O -29.655 -7.800 18.222
57 C -30.418 -6.895 17.533
58 N -30.032 -11.290 19.170
59 H -27.534 -10.874 19.705
60 H -27.406 -9.125 19.785
61 H -27.653 -9.922 18.150
62 H -29.642 -9.659 20.266
63 H -31.169 -9.220 18.423
64 H -29.873 -9.554 17.188
65 H -29.786 -6.180 17.036
66 H -31.112 -6.455 18.260
67 H -31.003 -7.308 16.705
68 H -30.287 -11.672 20.076
69 H -29.451 -11.910 18.685
70 C -28.669 -0.801 10.078
71 C -27.204 -0.464 10.200
72 C -26.467 0.291 9.108
73 O -26.217 -0.673 8.052
74 C -25.519 -0.164 6.917
75 N -27.059 0.288 11.528
76 H -29.240 0.092 9.909
77 H -29.018 -1.226 11.004
78 H -28.811 -1.503 9.196
79 H -26.670 -1.418 10.241
80 H -25.470 0.728 9.378
81 H -27.102 1.101 8.830
82 H -26.182 0.167 6.031
83 H -24.990 -1.037 6.566
84 H -24.814 0.668 7.182
85 H -26.971 1.268 11.258
86 H -27.978 0.126 11.910
87 C -20.520 -6.042 14.861
88 C -19.162 -6.454 14.227
89 C -19.222 -7.307 12.980
90 O -17.939 -7.867 12.802
91 C -17.676 -8.296 11.502
92 N -18.461 -5.238 13.804
93 H -21.186 -6.897 15.006
94 H -20.874 -5.307 14.159
95 H -20.376 -5.523 15.750
96 H -18.598 -7.077 14.925
97 H -19.493 -6.703 12.111
98 H -19.911 -8.161 13.025
99 H -17.804 -7.457 10.786
100 H -18.235 -9.217 11.187
101 H -16.584 -8.504 11.535
102 H -18.075 -4.692 14.553
103 H -17.741 -5.459 13.184
104 C -32.091 -6.139 10.831
105 C -31.533 -5.294 11.942
106 C -30.878 -4.099 11.273
107 O -30.289 -3.307 12.244
108 C -28.852 -3.551 12.420
109 N -32.648 -4.757 12.782
110 H -32.652 -6.996 11.172
111 H -31.371 -6.545 10.101
112 H -32.776 -5.541 10.248
113 H -30.888 -5.881 12.646
114 H -31.609 -3.534 10.708
115 H -30.170 -4.389 10.495
116 H -28.256 -3.339 11.573
117 H -28.716 -4.623 12.604
118 H -28.505 -2.967 13.299
119 H -32.946 -5.246 13.624
120 H -33.426 -4.410 12.262
121 C -27.372 -7.712 13.441
122 C -26.874 -9.147 13.464
123 C -25.965 -9.371 14.692
124 O -24.658 -8.923 14.437
125 C -23.794 -9.580 15.388
126 N -27.962 -10.117 13.528
127 H -27.864 -7.550 12.438
128 H -26.572 -6.975 13.617
129 H -28.173 -7.627 14.175
130 H -26.295 -9.378 12.593
131 H -25.914 -10.481 14.709
132 H -26.400 -8.990 15.620
133 H -24.196 -9.314 16.444
134 H -22.800 -9.215 15.276
135 H -23.845 -10.645 15.196
136 H -27.683 -11.060 13.408
137 H -28.639 -9.990 12.796
138 C -31.951 -2.982 20.209
139 C -31.516 -2.371 18.931
140 C -30.936 -3.450 17.960
141 O -30.509 -2.833 16.780
142 C -31.190 -3.405 15.669
143 N -32.579 -1.674 18.131
144 H -31.003 -3.249 20.692
145 H -32.588 -3.865 20.080
146 H -32.602 -2.239 20.733
147 H -30.713 -1.632 19.114
148 H -31.667 -4.240 17.748
149 H -30.057 -3.952 18.410
150 H -30.777 -4.418 15.534
151 H -30.937 -2.834 14.794
152 H -32.275 -3.303 15.679
153 H -32.226 -1.238 17.331
154 H -32.939 -0.801 18.602
155 C -21.427 -6.870 20.446
156 C -21.255 -7.149 18.940
157 C -20.759 -8.539 18.780
158 O -20.712 -8.913 17.385
159 C -19.498 -9.563 16.979
160 N -22.442 -6.827 18.168
161 H -20.640 -6.197 20.694
162 H -21.202 -7.733 21.026
163 H -22.420 -6.479 20.784
164 H -20.437 -6.491 18.623
165 H -21.423 -9.270 19.338
166 H -19.720 -8.575 19.181
167 H -19.495 -9.570 15.925
168 H -19.470 -10.593 17.397
169 H -18.615 -8.985 17.334
170 H -23.126 -7.432 18.595
171 H -22.332 -7.221 17.234
172 C -26.980 -5.078 22.535
173 C -28.504 -4.841 22.406
174 C -29.280 -6.113 22.202
175 O -30.635 -5.776 22.172
176 C -31.473 -6.913 22.364
177 N -28.944 -3.959 23.536
178 H -26.433 -5.127 21.581
179 H -26.719 -6.075 22.950
180 H -26.465 -4.300 23.106
181 H -28.634 -4.122 21.569
182 H -29.094 -6.787 22.965
183 H -29.008 -6.619 21.267
184 H -31.217 -7.551 23.228
185 H -31.343 -7.582 21.499
186 H -32.517 -6.593 22.316
187 H -29.958 -4.011 23.499
188 H -28.724 -4.429 24.409
189 C -24.725 -5.201 9.927
190 C -25.042 -6.687 9.962
191 C -24.614 -7.395 11.252
192 O -24.887 -8.789 10.965
193 C -23.885 -9.726 11.230
194 N -26.486 -6.921 9.822
195 H -25.173 -4.764 9.050
196 H -23.604 -5.090 9.892
197 H -25.132 -4.686 10.776
198 H -24.472 -7.207 9.177
199 H -25.258 -7.101 12.069
200 H -23.551 -7.172 11.445
201 H -22.879 -9.238 11.196
202 H -23.928 -10.388 10.410
203 H -24.059 -10.210 12.182
204 H -26.555 -7.949 9.891
205 H -26.777 -6.656 8.929
206 C -29.895 0.249 22.315
207 C -29.993 -0.132 20.847
208 C -29.835 1.100 19.952
209 O -28.535 1.711 19.949
210 C -28.477 2.972 19.280
211 N -28.943 -1.122 20.508
212 H -28.819 0.375 22.559
213 H -30.230 -0.541 23.005
214 H -30.312 1.195 22.507
215 H -31.005 -0.439 20.653
216 H -30.590 1.803 20.197
217 H -30.064 0.714 18.969
218 H -29.378 3.587 19.495
219 H -28.519 2.809 18.196
220 H -27.590 3.437 19.626
221 H -28.588 -1.583 21.344
222 H -28.216 -0.445 20.270
223 C -19.675 -1.528 15.870
224 C -20.017 -1.592 17.354
225 C -18.786 -1.889 18.197
226 O -18.342 -3.243 17.992
227 C -17.200 -3.489 18.718
228 N -20.580 -0.350 17.824
229 H -19.112 -2.435 15.569
230 H -19.042 -0.670 15.654
231 H -20.547 -1.424 15.192
232 H -20.733 -2.441 17.494
233 H -18.870 -1.731 19.233
234 H -17.982 -1.158 17.944
235 H -17.380 -3.432 19.816
236 H -16.448 -2.723 18.534
237 H -16.817 -4.397 18.550
238 H -21.180 -0.424 18.637
239 H -21.004 0.152 17.028

Entry 2:
The following is a quantum chemistry calculation of 20 unconnected molecules or ions with the total composition C57H154O20 in a non-equilibrium geometry, from OMol25.

The calculation puts the maximum force at 3.008 eV/Å. As for the electronic energy: -102555.1214 eV. The HOMO-LUMO gap is 10.06 eV. The net charge is 0.

Geometry (Å):
1 O -3.833 1.660 2.529
2 H -3.110 1.379 1.975
3 H -4.560 1.940 1.960
4 C 0.306 -4.982 2.323
5 C 1.687 -5.108 1.714
6 C 2.023 -6.514 1.288
7 O 1.808 -4.160 0.639
8 H -0.444 -5.254 1.532
9 H 0.132 -3.967 2.712
10 H 0.163 -5.681 3.154
11 H 2.468 -4.736 2.425
12 H 1.861 -7.198 2.111
13 H 3.076 -6.515 1.014
14 H 1.375 -6.853 0.470
15 H 1.212 -4.294 -0.131
16 C -3.313 0.137 6.459
17 C -2.192 0.670 5.422
18 C -2.058 -0.247 4.231
19 O -2.636 2.046 4.995
20 H -3.177 -0.926 6.759
21 H -4.293 0.240 6.065
22 H -3.169 0.753 7.358
23 H -1.231 0.868 5.899
24 H -1.346 0.241 3.542
25 H -2.987 -0.393 3.672
26 H -1.693 -1.276 4.446
27 H -3.081 1.946 4.139
28 C -1.154 -0.987 -6.379
29 C -2.587 -1.041 -5.783
30 C -3.285 -2.253 -6.206
31 O -2.472 -1.098 -4.374
32 H -1.106 -0.969 -7.501
33 H -0.598 -1.867 -6.065
34 H -0.643 -0.052 -6.129
35 H -3.143 -0.101 -6.038
36 H -3.417 -2.393 -7.257
37 H -4.259 -2.356 -5.743
38 H -2.665 -3.113 -5.920
39 H -2.061 -0.312 -4.044
40 C 3.534 6.833 -4.402
41 C 3.981 5.944 -5.608
42 C 5.254 5.141 -5.197
43 O 2.956 5.108 -6.108
44 H 2.648 7.422 -4.690
45 H 4.173 7.693 -4.119
46 H 3.415 6.145 -3.531
47 H 4.250 6.625 -6.376
48 H 5.162 4.534 -4.316
49 H 6.136 5.813 -5.019
50 H 5.549 4.381 -5.927
51 H 2.137 5.204 -5.576
52 C -5.548 0.190 -1.969
53 C -5.837 -1.065 -2.718
54 C -6.192 -0.805 -4.175
55 O -4.694 -2.032 -2.720
56 H -4.712 0.742 -2.413
57 H -5.269 -0.062 -0.940
58 H -6.505 0.752 -1.860
59 H -6.671 -1.599 -2.275
60 H -6.474 -1.811 -4.626
61 H -5.329 -0.410 -4.667
62 H -7.030 -0.139 -4.252
63 H -3.941 -1.494 -3.031
64 C 4.433 0.286 -5.909
65 C 3.458 0.540 -4.757
66 C 2.628 -0.667 -4.252
67 O 4.288 1.085 -3.710
68 H 5.165 -0.481 -5.620
69 H 4.952 1.208 -6.155
70 H 4.073 -0.121 -6.805
71 H 2.789 1.344 -5.102
72 H 1.887 -1.013 -4.952
73 H 2.200 -0.390 -3.287
74 H 3.243 -1.568 -4.098
75 H 4.955 0.436 -3.383
76 C 0.601 3.694 6.520
77 C 0.975 3.178 5.170
78 C 1.808 4.071 4.325
79 O 1.793 1.988 5.367
80 H 1.437 3.690 7.182
81 H -0.130 3.027 7.003
82 H 0.172 4.668 6.493
83 H 0.079 2.960 4.634
84 H 2.120 3.642 3.389
85 H 2.733 4.279 4.814
86 H 1.208 4.992 4.140
87 H 1.458 1.420 6.051
88 C 9.966 0.830 -1.523
89 C 8.712 1.425 -0.892
90 C 8.649 2.907 -1.130
91 O 7.502 0.712 -1.346
92 H 10.024 1.177 -2.557
93 H 9.954 -0.280 -1.457
94 H 10.831 1.128 -0.956
95 H 8.730 1.260 0.193
96 H 7.811 3.341 -0.660
97 H 8.552 3.218 -2.187
98 H 9.567 3.320 -0.680
99 H 6.887 1.359 -1.726
100 C 6.329 -2.592 -1.285
101 C 5.169 -1.896 -2.010
102 C 4.120 -1.372 -1.064
103 O 5.704 -0.870 -2.765
104 H 7.087 -2.991 -1.956
105 H 6.020 -3.438 -0.692
106 H 6.822 -1.882 -0.592
107 H 4.697 -2.611 -2.679
108 H 3.470 -0.886 -1.788
109 H 4.387 -0.485 -0.455
110 H 3.529 -2.088 -0.418
111 H 6.591 -0.681 -2.469
112 C -8.089 3.529 0.858
113 C -6.842 3.395 -0.005
114 C -6.112 4.663 -0.338
115 O -5.837 2.527 0.633
116 H -7.700 3.493 1.869
117 H -8.750 2.719 0.802
118 H -8.562 4.455 0.577
119 H -7.181 2.945 -0.940
120 H -5.839 5.198 0.572
121 H -6.781 5.265 -0.955
122 H -5.160 4.412 -0.831
123 H -6.049 1.608 0.342
124 C -6.789 -0.330 2.994
125 C -5.686 -1.340 2.637
126 C -5.651 -2.559 3.527
127 O -5.911 -1.733 1.294
128 H -6.731 0.496 2.249
129 H -6.673 0.101 4.000
130 H -7.779 -0.770 3.025
131 H -4.822 -0.745 2.682
132 H -6.544 -3.169 3.243
133 H -5.774 -2.375 4.605
134 H -4.648 -3.048 3.542
135 H -5.270 -2.392 0.892
136 C -1.160 4.320 2.221
137 C -1.888 5.475 2.698
138 C -3.389 5.256 2.685
139 O -1.396 5.863 3.991
140 H -1.508 4.119 1.197
141 H -1.396 3.428 2.827
142 H -0.024 4.454 2.212
143 H -1.722 6.382 2.016
144 H -3.738 4.391 3.219
145 H -3.658 5.167 1.631
146 H -3.858 6.159 3.024
147 H -2.133 6.270 4.488
148 C -2.444 -3.209 -0.222
149 C -3.430 -4.347 -0.559
150 C -3.508 -5.402 0.491
151 O -4.775 -3.837 -0.690
152 H -2.244 -2.649 -1.114
153 H -1.500 -3.515 0.291
154 H -2.928 -2.540 0.504
155 H -3.148 -4.794 -1.562
156 H -2.543 -5.831 0.624
157 H -4.344 -6.160 0.286
158 H -3.793 -4.897 1.381
159 H -4.756 -3.106 -1.339
160 C -1.985 0.559 -0.054
161 C -0.469 0.600 0.232
162 C 0.119 -0.784 0.492
163 O 0.075 1.232 -0.948
164 H -2.510 -0.107 0.633
165 H -2.097 0.146 -1.070
166 H -2.400 1.547 -0.103
167 H -0.249 1.149 1.159
168 H -0.564 -1.390 1.093
169 H 1.164 -0.848 0.905
170 H 0.199 -1.278 -0.502
171 H 0.964 1.543 -0.822
172 C 1.756 -5.752 -2.996
173 C 1.228 -4.312 -2.803
174 C 0.519 -3.923 -4.107
175 O 0.309 -4.272 -1.731
176 H 2.442 -5.747 -3.846
177 H 0.891 -6.372 -3.237
178 H 2.347 -6.075 -2.144
179 H 2.027 -3.576 -2.629
180 H -0.139 -4.733 -4.370
181 H 1.273 -3.772 -4.820
182 H -0.003 -2.997 -3.861
183 H 0.124 -3.320 -1.571
184 C 4.226 4.081 -0.960
185 C 3.769 2.655 -0.639
186 C 3.157 2.420 0.727
187 O 2.767 2.333 -1.647
188 H 5.040 4.330 -0.261
189 H 3.462 4.855 -0.833
190 H 4.566 4.119 -1.979
191 H 4.658 2.061 -0.796
192 H 2.147 2.867 0.710
193 H 3.692 2.717 1.623
194 H 2.925 1.372 0.732
195 H 3.198 1.899 -2.405
196 C -2.407 3.664 -3.142
197 C -1.585 2.683 -3.886
198 C -0.163 3.020 -4.106
199 O -1.690 1.374 -3.213
200 H -3.457 3.323 -3.211
201 H -2.406 4.588 -3.718
202 H -2.160 3.850 -2.048
203 H -1.975 2.513 -4.886
204 H 0.444 2.216 -4.466
205 H 0.320 3.329 -3.147
206 H -0.141 3.875 -4.821
207 H -1.134 1.418 -2.404
208 C 2.094 -1.926 4.799
209 C 2.850 -0.983 3.894
210 C 3.514 -1.758 2.818
211 O 1.965 -0.079 3.254
212 H 2.779 -2.584 5.361
213 H 1.505 -2.511 4.141
214 H 1.485 -1.304 5.393
215 H 3.636 -0.335 4.414
216 H 2.787 -2.091 2.080
217 H 3.821 -2.703 3.265
218 H 4.391 -1.299 2.329
219 H 1.713 0.651 3.796
220 C -0.980 -4.966 6.061
221 C 0.222 -5.877 6.110
222 C 0.444 -6.325 7.513
223 O 0.067 -7.030 5.274
224 H -1.205 -4.641 5.076
225 H -0.700 -4.111 6.710
226 H -1.868 -5.395 6.495
227 H 1.060 -5.298 5.799
228 H 1.390 -6.917 7.461
229 H -0.320 -7.012 7.873
230 H 0.682 -5.556 8.260
231 H 0.833 -7.590 5.410